# 1
103
Properties=species:S:1:pos:R:3:lowdin_charge:R:1 method="wB97M-V/def2-TZVPD" total_charge=+2 gap_ev=5.4 fmax_ev_per_a=5.5 homo_ev=-13.356
Zr -0.032 2.819 0.535 2.02
C 0.332 -1.774 0.085 -0.67
F -0.793 -2.077 -0.454 0.22
F 0.854 -2.718 0.809 0.23
F 1.242 -1.505 -0.838 0.15
S 0.386 -0.133 1.131 0.79
O 0.554 -0.339 2.528 -0.19
O 1.371 0.812 0.586 -0.40
N -0.964 0.948 0.654 -0.42
S -2.334 0.183 1.197 0.65
O -2.158 -1.180 1.602 -0.21
O -2.921 1.106 2.135 -0.27
C -3.480 0.063 -0.302 -0.69
F -3.444 1.197 -1.014 0.12
F -3.101 -0.888 -1.118 0.19
F -4.664 -0.119 0.179 0.23
C 3.450 1.869 2.949 -0.68
F 3.805 1.435 1.768 0.19
F 2.869 0.913 3.597 0.21
F 4.481 2.365 3.546 0.25
S 2.196 3.339 2.690 0.80
O 2.532 4.433 3.525 -0.18
O 2.183 3.492 1.211 -0.42
N 0.524 2.855 2.588 -0.43
S 0.105 2.568 4.147 0.65
O -0.975 1.609 4.215 -0.25
O 1.228 2.344 5.014 -0.22
C -0.692 4.166 4.780 -0.63
F -1.713 4.451 3.931 0.09
F -1.182 4.035 5.979 0.23
F 0.184 5.163 4.701 0.16
C -4.168 3.914 2.302 -0.05
C -3.367 3.788 1.037 -0.24
O -1.930 3.881 1.328 -0.20
H -4.160 4.903 2.779 0.10
H -3.812 3.224 3.067 0.08
H -5.247 3.823 2.171 0.11
H -3.709 4.557 0.341 0.12
H -3.519 2.828 0.554 0.09
H -1.911 4.467 2.106 0.09
C 5.618 -0.623 -1.983 -0.05
C 4.129 -0.367 -1.787 -0.31
O 3.862 0.967 -1.344 -0.10
H 5.984 -0.093 -2.863 0.08
H 5.855 -1.672 -2.147 0.08
H 6.100 -0.249 -1.078 0.08
H 3.689 -1.046 -1.042 0.10
H 3.498 -0.601 -2.647 0.09
H 4.424 1.069 -0.567 0.07
C -3.156 -5.420 -1.544 -0.07
C -2.022 -5.480 -2.566 -0.29
O -1.802 -4.173 -3.108 -0.11
H -3.133 -6.285 -0.880 0.08
H -4.107 -5.329 -2.068 0.08
H -3.094 -4.527 -0.916 0.06
H -2.154 -6.148 -3.415 0.12
H -1.050 -5.741 -2.121 0.10
H -1.554 -3.558 -2.419 0.04
C 2.545 3.647 -3.306 -0.05
C 2.234 4.010 -1.882 -0.21
O 1.388 3.013 -1.215 -0.24
H 3.178 4.315 -3.886 0.11
H 1.617 3.644 -3.899 0.08
H 2.902 2.626 -3.474 0.09
H 1.745 4.984 -1.879 0.13
H 3.146 3.987 -1.286 0.12
H 1.432 2.242 -1.812 0.11
C 2.601 -6.939 -0.810 -0.08
C 2.333 -5.570 -0.208 -0.35
O 3.440 -4.688 -0.354 -0.09
H 1.714 -7.541 -0.616 0.08
H 3.499 -7.320 -0.324 0.08
H 2.843 -6.885 -1.873 0.07
H 2.083 -5.745 0.843 0.11
H 1.419 -5.090 -0.591 0.09
H 3.616 -4.696 -1.307 0.04
C -1.838 4.737 -3.244 -0.04
C -2.172 4.222 -1.848 -0.23
O -1.282 3.158 -1.372 -0.22
H -2.306 5.707 -3.426 0.10
H -2.293 4.076 -3.985 0.09
H -0.803 4.915 -3.538 0.08
H -3.187 3.827 -1.860 0.12
H -2.104 5.026 -1.118 0.11
H -1.462 2.455 -2.021 0.13
C 1.797 -3.982 -4.527 -0.07
C 2.723 -3.213 -3.611 -0.31
O 3.786 -4.061 -3.182 -0.09
H 0.943 -3.321 -4.701 0.08
H 1.469 -4.898 -4.031 0.08
H 2.218 -4.362 -5.457 0.08
H 2.294 -2.867 -2.669 0.09
H 3.058 -2.286 -4.096 0.10
H 4.324 -4.359 -3.922 0.11
C -3.800 -0.214 4.707 -0.09
C -4.459 -1.517 5.154 -0.28
O -4.194 -2.485 4.127 -0.09
H -2.819 -0.420 4.287 0.05
H -3.700 0.482 5.538 0.08
H -4.437 0.195 3.925 0.06
H -5.548 -1.448 5.101 0.11
H -4.119 -1.827 6.142 0.11
H -4.928 -3.076 3.961 0.08

# 2
84
Properties=species:S:1:pos:R:3:lowdin_charge:R:1 method="wB97M-V/def2-TZVPD" total_charge=0 gap_ev=9.3 de_lowest_kj_mol=183.2 smiles="CNC(C)=O.CNC(C)=O.CNC(C)=O.CNC(C)=O.CC(N)=O.CC(N)=O.CC(N)=O.CC(N)=O" fmax_ev_per_a=4.5 homo_ev=-9.092
C -2.534 1.336 -2.076 -0.02
C -3.706 1.707 -3.077 -0.49
O -4.191 0.721 -3.693 -0.01
N -4.203 2.941 -3.007 0.02
C -5.651 3.261 -3.290 -0.04
H -2.552 0.315 -1.694 0.07
H -2.389 1.863 -1.133 0.04
H -1.587 1.399 -2.612 0.07
H -3.879 3.680 -2.400 0.13
H -6.313 2.400 -3.385 0.08
H -5.768 3.806 -4.226 0.08
H -6.020 3.754 -2.390 0.08
C 4.651 0.136 2.557 0.00
C 5.072 -1.172 1.971 -0.51
O 6.205 -1.289 1.414 -0.02
N 4.112 -2.140 2.023 0.01
C 4.309 -3.490 1.595 -0.08
H 3.678 0.318 3.014 0.08
H 4.587 0.869 1.753 0.06
H 5.479 0.436 3.199 0.09
H 3.250 -1.877 2.479 0.12
H 5.261 -3.949 1.863 0.09
H 4.304 -3.636 0.515 0.07
H 3.357 -3.912 1.914 0.08
C 0.441 -2.086 -3.443 -0.01
C -0.906 -2.592 -3.136 -0.60
O -1.092 -3.053 -2.001 0.00
N -1.824 -2.458 -4.053 0.02
C -3.232 -2.588 -3.768 -0.05
H 1.243 -2.395 -2.773 0.09
H 0.306 -1.030 -3.678 0.08
H 0.736 -2.539 -4.390 0.08
H -1.614 -2.059 -4.957 0.15
H -3.358 -2.801 -2.706 0.09
H -3.753 -3.310 -4.397 0.08
H -3.709 -1.620 -3.918 0.06
C -4.460 2.196 0.807 -0.02
C -5.052 1.644 2.063 -0.59
O -6.159 1.101 2.035 0.04
N -4.330 1.898 3.109 0.01
C -4.742 1.473 4.444 -0.05
H -4.902 1.603 0.006 0.08
H -3.414 1.890 0.823 0.06
H -4.459 3.225 0.447 0.08
H -3.689 2.678 3.106 0.15
H -4.161 0.618 4.789 0.08
H -5.820 1.312 4.460 0.09
H -4.444 2.198 5.202 0.08
O 1.000 -0.489 2.086 0.04
C 0.554 -0.684 0.984 -0.61
N -0.014 -1.826 0.704 0.17
C 0.004 0.412 0.079 0.00
H -0.680 -1.887 -0.054 0.09
H 0.289 -2.570 1.316 0.10
H -0.031 0.168 -0.983 0.06
H 0.643 1.292 0.155 0.07
H -0.975 0.723 0.444 0.08
O 0.637 -1.579 5.052 0.08
C -0.063 -2.500 4.824 -0.67
N -0.478 -2.693 3.558 0.15
C -0.326 -3.553 5.811 -0.01
H -0.847 -3.592 3.281 0.10
H -0.363 -1.935 2.900 0.06
H -0.754 -4.440 5.344 0.07
H -1.189 -3.243 6.401 0.09
H 0.553 -3.690 6.440 0.09
O 2.601 -0.242 -1.694 0.00
C 3.550 0.101 -2.420 -0.62
N 3.375 0.824 -3.497 0.17
C 4.907 -0.263 -1.892 0.01
H 2.434 1.174 -3.610 0.12
H 4.160 1.247 -3.971 0.12
H 4.587 -1.211 -1.461 0.09
H 5.311 0.409 -1.135 0.07
H 5.735 -0.407 -2.586 0.08
O 3.033 3.454 1.054 0.03
C 3.531 3.386 -0.073 -0.62
N 4.842 3.283 -0.143 0.15
C 2.760 3.367 -1.369 0.01
H 5.367 3.565 0.673 0.12
H 5.223 2.611 -0.794 0.09
H 2.282 4.319 -1.602 0.09
H 1.970 2.725 -0.981 0.07
H 3.294 2.963 -2.229 0.06

# 3
77
Properties=species:S:1:pos:R:3:lowdin_charge:R:1 method="wB97M-V/def2-TZVPD" total_charge=0 gap_ev=8.8 smiles="C=CCOC(=O)O[PH2]=N.CCOCC.CCOCC.CCOCC.CCOCC" fmax_ev_per_a=4.5 homo_ev=-8.387
C 6.169 0.627 2.950 -0.01
C 6.280 -0.132 1.768 -0.14
C 5.872 -1.656 1.824 -0.20
O 5.683 -2.172 3.158 0.00
C 4.349 -2.357 3.508 -0.56
O 4.019 -2.102 4.663 0.11
O 3.352 -2.892 2.653 -0.21
P 2.404 -1.578 2.084 0.78
N 2.950 -0.159 2.599 -0.23
H 6.618 0.200 3.889 0.08
H 5.590 1.593 2.907 0.07
H 6.657 0.327 0.799 0.10
H 6.745 -2.244 1.375 0.13
H 5.006 -1.808 1.119 0.10
H 2.519 -1.611 0.650 0.03
H 1.051 -1.803 2.497 0.03
H 3.202 0.335 1.723 -0.02
C -1.155 -0.589 -2.461 -0.07
C -0.270 -1.560 -1.698 -0.27
O -0.156 -1.258 -0.314 -0.21
C -1.365 -1.261 0.435 -0.28
C -2.086 -2.597 0.422 -0.07
H -0.780 0.433 -2.355 0.08
H -1.176 -0.847 -3.522 0.08
H -2.183 -0.600 -2.095 0.07
H 0.741 -1.512 -2.109 0.11
H -0.610 -2.591 -1.834 0.11
H -2.023 -0.455 0.092 0.11
H -1.091 -1.016 1.465 0.10
H -2.390 -2.888 -0.585 0.07
H -2.984 -2.550 1.043 0.08
H -1.435 -3.386 0.808 0.08
C -7.985 -4.823 1.514 -0.08
C -7.056 -3.776 2.107 -0.28
O -5.911 -3.513 1.308 -0.17
C -6.157 -3.026 -0.003 -0.28
C -6.919 -1.712 -0.030 -0.08
H -7.448 -5.761 1.352 0.08
H -8.825 -5.010 2.187 0.08
H -8.392 -4.508 0.552 0.06
H -6.684 -4.139 3.068 0.12
H -7.594 -2.846 2.316 0.11
H -6.667 -3.789 -0.601 0.11
H -5.178 -2.876 -0.465 0.10
H -7.911 -1.805 0.415 0.07
H -7.043 -1.367 -1.058 0.08
H -6.378 -0.947 0.533 0.08
C 2.403 2.017 -2.365 -0.07
C 2.510 1.146 -3.605 -0.28
O 1.713 1.599 -4.689 -0.16
C 1.998 2.901 -5.179 -0.28
C 3.420 3.061 -5.691 -0.08
H 1.364 2.083 -2.031 0.07
H 3.007 1.601 -1.554 0.08
H 2.751 3.035 -2.549 0.07
H 2.157 0.141 -3.361 0.10
H 3.553 1.038 -3.921 0.11
H 1.770 3.651 -4.414 0.11
H 1.303 3.080 -6.003 0.12
H 4.159 2.899 -4.905 0.06
H 3.568 4.067 -6.090 0.08
H 3.622 2.337 -6.485 0.08
C -0.404 2.358 2.425 -0.07
C 0.642 2.401 1.325 -0.29
O 0.341 3.325 0.289 -0.18
C 0.219 4.687 0.672 -0.28
C 1.479 5.257 1.301 -0.08
H -1.386 2.111 2.009 0.08
H -0.139 1.606 3.172 0.08
H -0.498 3.317 2.937 0.07
H 0.697 1.416 0.854 0.10
H 1.636 2.602 1.735 0.10
H -0.645 4.817 1.334 0.11
H -0.006 5.245 -0.240 0.12
H 1.746 4.738 2.223 0.07
H 1.339 6.314 1.538 0.08
H 2.324 5.161 0.614 0.08